# 1
14
Properties=species:S:1:pos:R:3:forces:R:3:lowdin_spin:R:1 method="wB97M-V/def2-TZVPD" total_charge=+1 e_homo_ev="-14.0453 / -14.2255" lumo_ev="-5.624 / -6.972" de_lowest_kj_mol=0.0 largest_force_ev_per_a=6.76 spin_multiplicity=2 s_squared=0.76 orbital_gap_ev="8.4 / 7.3" total_energy_ha=-561.17373
O 0.793109 -0.070464 -0.769159 0.873 1.662 -3.571 0.538
Pb -0.759944 -1.280368 -0.160880 2.369 1.578 -0.219 0.170
F -2.250791 -2.340005 0.178724 -4.410 -2.998 0.985 0.152
C -1.084428 2.189623 0.716454 0.288 0.796 -0.188 0.000
O 0.097158 1.405014 0.625783 -0.457 0.967 0.464 -0.002
C 0.810976 1.463512 -0.604960 -0.746 -3.866 5.497 0.021
C 2.275354 1.240677 -0.448074 -0.078 5.961 -1.958 0.073
H -1.497368 2.045393 1.718082 0.036 0.078 -0.273 0.000
H -0.806119 3.243877 0.567454 -0.443 -0.159 0.189 0.000
H -1.804277 1.902332 -0.061673 -0.131 0.041 0.144 0.000
H 2.658012 0.486566 0.260724 -0.063 -0.657 -1.732 0.013
H 0.447916 2.303280 -1.210207 -0.241 -0.871 -0.651 -0.001
H 2.165417 1.815060 -1.551331 3.381 -3.080 1.151 0.001
H 2.737866 2.113859 0.035523 -0.380 0.549 0.161 0.036

=====

# 2
146
Properties=species:S:1:pos:R:3:forces:R:3:lowdin_spin:R:1 method="wB97M-V/def2-TZVPD" total_charge=0 e_homo_ev="-7.9354 / -9.0265" lumo_ev="-2.225 / -2.225" largest_force_ev_per_a=5.41 spin_multiplicity=2 s_squared=0.76 orbital_gap_ev="5.7 / 6.8" total_energy_ha=-6356.09000
C -0.566593 3.515619 -0.872497 -0.432 -0.076 -0.963 0.014
C 0.284476 2.307547 -1.357097 0.056 0.800 -0.273 0.020
C 1.769237 2.689748 -1.099138 -0.450 -0.003 -0.116 0.003
C 2.231017 2.674447 0.343005 -1.048 -0.882 -0.218 0.000
C 1.964920 1.217397 0.820200 -0.174 0.676 -0.161 0.001
C 0.551827 0.556194 0.669476 -0.513 0.908 -0.013 0.017
N -0.210691 1.148078 -0.507289 -1.938 -3.184 -1.702 0.400
O -1.258145 0.322557 -0.970438 3.779 3.476 1.389 0.510
C -0.310463 0.939781 1.913783 -0.505 -0.563 -0.560 0.013
C 0.741311 -0.992993 0.504527 0.544 1.385 0.652 0.008
C 0.225811 1.952156 -2.892672 -1.341 -0.045 1.182 0.006
H -1.614263 3.306260 -1.088507 -0.261 -0.483 1.070 0.000
H -0.529198 4.478981 -1.381064 1.112 -0.028 -0.689 0.002
H -0.266304 3.758242 0.146842 -0.735 -0.357 0.221 0.001
H 1.889570 3.672855 -1.554246 -0.002 -0.118 0.037 0.000
H 2.350465 1.987394 -1.696613 0.446 -0.022 0.109 0.000
H 1.750106 3.437976 0.954440 -0.502 -0.069 0.039 0.000
H 3.282568 2.946338 0.434756 0.154 -0.452 -0.177 0.000
H 2.194103 1.217273 1.885834 0.358 -0.823 -0.251 0.000
H 2.612817 0.617788 0.180829 0.486 -0.257 0.562 0.000
H -1.337751 0.623448 1.732907 -0.043 0.048 -0.180 0.000
H -0.347109 2.019170 2.061052 0.212 0.109 -0.054 0.001
H -0.034974 0.453962 2.849827 0.578 -0.056 -0.078 0.001
H 1.303096 -1.240371 -0.396197 -0.449 0.194 -0.218 0.000
H -0.188716 -1.554327 0.594251 0.133 0.237 -0.063 0.000
H 1.445457 -1.250118 1.295834 -0.308 -0.264 0.319 0.000
H -0.809768 1.901341 -3.228976 -0.163 -0.358 0.199 0.000
H 0.664335 0.958902 -2.988829 0.085 0.101 -0.309 0.000
H 0.648530 2.687904 -3.576841 0.618 0.104 0.490 0.001
C -3.293673 6.111295 -0.060794 0.212 -1.952 1.971 0.000
C -2.546549 5.773558 1.044277 -0.556 -2.164 0.507 0.000
C -1.528415 6.683803 1.658233 0.287 1.614 -0.240 0.000
O -0.849838 6.443052 2.651603 -1.104 -0.225 -1.275 0.000
C -1.435418 7.946157 0.891899 0.428 0.525 0.014 0.000
C -2.128050 8.245064 -0.217610 -0.350 0.509 -0.448 0.000
C -3.245252 7.371943 -0.741662 1.294 -0.556 0.510 0.000
O -3.951911 7.619083 -1.691578 0.227 0.868 -0.093 0.000
O -1.875080 9.363131 -0.927816 0.105 -0.404 0.654 0.000
O -2.607827 4.521618 1.674130 -1.013 1.930 -2.326 0.000
H -4.017189 5.426893 -0.478550 -0.031 -0.283 0.228 0.000
H -0.733898 8.716544 1.176093 0.320 -0.214 0.354 0.000
H -2.455675 9.337933 -1.691930 -0.414 0.125 -0.435 0.000
H -2.186356 4.498969 2.536366 0.815 0.236 0.547 0.000
C 0.207977 -7.468228 1.781547 1.347 0.904 -1.255 0.000
C 0.896633 -6.374996 1.359543 0.790 -0.786 -0.369 0.000
C 0.548769 -4.965438 1.694648 -0.636 -1.548 0.906 0.000
O 1.332854 -4.078447 1.450831 -0.224 0.334 -0.176 0.000
C -0.729366 -4.877403 2.389942 -0.831 0.685 0.228 0.000
C -1.473490 -5.949168 2.748703 -1.857 0.935 0.840 0.000
C -1.006317 -7.339845 2.523362 0.515 -1.095 0.607 0.000
O -1.554385 -8.322364 3.012948 -0.460 1.017 -0.156 0.000
O -2.754542 -5.852100 3.321811 2.292 0.943 -1.018 0.000
O 2.005154 -6.491908 0.620249 -0.079 -1.285 -0.019 0.000
H 0.587910 -8.444449 1.518787 -0.104 -0.112 0.149 0.000
H -1.046739 -3.849159 2.481560 -0.468 0.022 0.442 0.000
H -2.979769 -6.694302 3.723759 0.127 -0.648 -0.070 0.000
H 2.549000 -5.700831 0.614945 -0.304 0.702 0.158 0.000
C 2.857352 0.457629 -5.618165 1.007 0.873 -0.416 0.000
C 3.842790 0.904386 -6.442306 0.513 1.322 1.752 0.000
C 3.929105 0.564954 -7.863894 -0.690 -1.041 -0.422 0.000
O 4.909756 0.921489 -8.492235 -0.864 -0.370 -0.200 0.000
C 2.739441 -0.228552 -8.339453 -0.663 0.445 0.343 0.000
C 1.717317 -0.621254 -7.516919 -0.459 -1.228 -2.180 0.000
C 1.691485 -0.342046 -6.072137 1.587 1.746 1.158 0.000
O 0.776595 -0.576749 -5.305890 0.033 -0.430 -0.870 0.000
O 0.631666 -1.339108 -8.008059 1.891 1.302 0.332 0.000
O 4.802174 1.821805 -6.022970 -1.695 -1.367 0.659 0.000
H 2.875582 0.875610 -4.622498 -0.268 -0.320 0.295 0.000
H 2.585674 -0.318914 -9.404628 0.249 -0.356 -0.096 0.000
H 0.010307 -1.387803 -7.277901 -0.495 -0.219 0.370 0.000
H 5.518853 1.879261 -6.659102 0.012 -0.199 -0.696 0.000
C 5.581918 -4.779127 3.051934 1.973 1.873 -1.781 0.000
C 6.743809 -4.403186 2.344182 -2.284 -0.192 0.711 0.000
C 6.891524 -3.085150 1.578462 -0.523 0.234 0.891 0.000
O 7.911527 -2.645333 1.063775 -0.333 -1.421 0.357 0.000
C 5.706137 -2.279913 1.658910 -2.445 0.092 -0.505 0.000
C 4.562125 -2.596083 2.339237 -1.079 1.512 0.642 0.000
C 4.338304 -3.909736 3.073278 4.043 -1.533 -0.395 0.000
O 3.366844 -4.311852 3.639298 -1.449 0.896 0.214 0.000
O 3.526608 -1.685328 2.500704 2.040 -1.101 -0.888 0.000
O 7.760235 -5.227120 2.277683 0.659 -1.170 0.495 0.000
H 5.628444 -5.695880 3.620960 -0.290 -0.069 -0.057 0.000
H 5.651132 -1.465563 0.951660 0.166 0.613 0.422 0.000
H 3.029745 -1.979659 3.267578 -0.601 -0.199 0.195 0.000
H 8.527780 -4.869444 1.825407 0.092 0.554 -0.278 0.000
C -7.505675 2.498820 0.932750 0.429 -0.470 0.341 0.000
C -7.809247 1.199613 0.720410 -1.644 -0.003 -0.425 0.000
C -6.855323 0.100129 0.482729 1.470 -0.546 -0.024 0.000
O -7.176302 -1.054522 0.195260 -0.202 1.614 0.317 0.000
C -5.486421 0.558472 0.610487 0.253 -0.964 -0.415 0.000
C -5.145044 1.829082 0.819568 3.240 0.944 1.462 0.000
C -6.061993 2.962873 1.112445 -2.259 1.831 -0.421 0.000
O -5.688085 4.128575 1.381211 -0.790 -3.401 -0.692 0.000
O -3.815435 2.138545 1.012355 -1.714 -1.295 -0.704 0.000
O -9.099205 0.776679 0.586547 0.728 1.211 0.151 0.000
H -8.422021 3.070370 0.938466 0.427 0.936 0.292 0.000
H -4.710373 -0.184407 0.499702 0.202 0.047 -0.068 0.000
H -3.720472 3.079525 1.177099 0.145 0.819 0.198 0.000
H -9.016330 -0.052621 0.110102 -0.245 -0.827 -0.005 0.000
C -3.247613 -1.331093 3.881204 1.718 0.661 -0.180 0.000
C -4.208208 -1.343933 4.822956 1.420 0.859 0.584 0.000
C -5.514621 -1.877376 4.513814 -1.076 -1.731 -2.657 0.000
O -6.440181 -1.935292 5.275162 -0.463 0.604 1.684 0.000
C -5.687064 -2.476279 3.165696 1.567 -0.540 0.629 0.000
C -4.620181 -2.590432 2.339698 -0.610 0.445 -2.615 0.000
C -3.332739 -1.829810 2.504962 -0.519 0.498 0.138 0.000
O -2.527052 -1.604374 1.586008 -1.767 -0.948 1.961 0.000
O -4.741168 -3.164495 1.125088 -1.006 -0.731 0.597 0.000
O -4.026831 -0.848743 6.064286 0.791 0.048 -0.686 0.000
H -2.256486 -0.922947 4.013462 0.023 0.340 0.781 0.000
H -6.580455 -3.075448 3.069612 -0.151 0.274 -0.471 0.000
H -4.053792 -2.929836 0.497350 0.677 0.327 0.286 0.000
H -4.818432 -0.948014 6.598250 -0.598 -0.226 -0.076 0.000
C -0.728627 -3.661225 -1.445767 -0.786 -1.847 1.994 0.000
C -1.567793 -4.729962 -1.410709 -0.555 -0.768 1.683 0.000
C -2.431054 -5.119497 -2.579821 2.951 3.687 -2.650 0.000
O -3.133221 -6.054998 -2.704191 -1.646 -2.150 0.989 0.000
C -2.171310 -4.184058 -3.768447 -0.288 -0.670 1.272 0.000
C -1.238520 -3.227632 -3.779964 -0.107 1.447 -0.323 0.000
C -0.416269 -2.822156 -2.572720 -0.511 -1.133 0.328 0.001
O 0.406170 -1.945966 -2.427111 -0.357 0.043 -1.585 0.002
O -1.177696 -2.418612 -4.842361 -0.094 -0.360 -0.463 0.000
O -1.751830 -5.533170 -0.260930 0.977 1.864 -1.519 0.000
H -0.205461 -3.369422 -0.547126 0.103 -0.211 0.161 0.000
H -2.814252 -4.242470 -4.634246 -0.037 -0.347 -0.030 0.000
H -0.441084 -1.807086 -4.771373 0.442 0.529 0.155 0.000
H -2.502626 -6.118732 -0.383478 -0.315 -0.203 -0.480 0.000
O -1.572483 3.551642 4.068698 -0.150 0.133 -0.083 0.000
H -2.314696 3.568545 4.672897 -0.266 0.000 0.206 0.000
H -0.906495 3.033934 4.521101 0.240 -0.132 -0.069 0.000
O 3.787648 3.067890 3.285718 0.013 0.010 0.004 0.000
H 3.236575 3.837856 3.426135 -0.157 0.310 0.047 0.000
H 4.516552 3.388141 2.754317 0.226 -0.007 -0.203 0.000
O 2.381629 1.036056 4.425024 -0.391 -0.624 0.303 0.000
H 1.830606 1.588676 4.979286 -0.067 0.057 0.203 0.000
H 2.609204 1.593560 3.680965 0.437 0.231 -0.150 0.000
C 4.989410 4.094063 -3.258559 0.372 0.165 0.299 0.000
Cl 3.266788 4.277708 -3.624035 0.482 0.035 -0.392 0.000
Cl 5.232168 3.941635 -1.474589 -0.163 0.676 -0.795 0.000
H 5.414135 3.237972 -3.782778 -0.406 -0.232 0.371 0.000
H 5.547195 4.963303 -3.606990 -0.353 0.109 0.270 0.000
C 6.955308 0.736819 -1.457415 0.087 0.082 0.773 0.000
Cl 5.170653 0.837726 -1.233811 0.694 -0.231 -0.345 0.000
Cl 7.782875 2.099852 -2.311598 -0.553 -0.960 0.035 0.000
H 7.381652 0.761201 -0.454547 -0.132 -0.077 -0.191 0.000
H 7.153138 -0.235946 -1.907620 0.114 0.478 -0.324 0.000

=====

# 3
12
Properties=species:S:1:pos:R:3:forces:R:3:mulliken_charge:R:1 method="wB97M-V/def2-TZVPD" total_charge=0 e_homo_ev=-8.6301 lumo_ev=-0.120 de_lowest_kj_mol=305.2 largest_force_ev_per_a=4.59 spin_multiplicity=1 orbital_gap_ev=8.5 total_energy_ha=-1180.17282
C 0.859054 -2.540946 0.320709 1.604 0.232 -1.241 0.539
C 0.427056 1.399386 -1.092723 0.479 0.085 2.749 -0.950
C -1.502618 0.331978 0.725927 0.475 -0.481 -1.670 0.128
N 1.597278 -1.998008 -0.338992 1.967 0.835 -1.871 -0.328
O -2.075593 0.857916 -0.166176 -2.544 1.213 -1.035 -0.409
O 0.858940 0.926206 1.622487 1.497 0.852 1.903 -0.634
S 0.221953 0.290523 0.489520 0.884 0.882 -1.917 0.493
Cl -0.084448 -3.276569 1.273099 -2.961 -2.088 2.820 -0.148
H 1.527432 1.439766 -1.202701 -0.360 0.948 0.888 0.356
H 0.297180 0.728976 -1.873541 -1.568 -1.039 -1.695 0.369
H -0.196617 2.333942 -1.022270 0.986 -1.121 -0.327 0.308
H -1.929616 -0.493171 1.264661 -0.459 -0.318 1.398 0.276